Entry 1:
24
Properties=species:S:1:pos:R:3:forces:R:3 method="wB97M-V/def2-TZVPD" homo_lumo_gap_ev=9.707 total_energy_ha=-426.4972 smiles=Cc1ccccc1.CCO mol_weight_g_mol=138.2 lumo_energy_ha=0.0301 e_homo_ev=-8.888
C -0.797 -0.703 1.809 -0.9958 -0.0087 -3.2569
C -2.060 0.043 1.409 -1.2242 2.7919 0.6671
O -1.217 -1.439 2.896 0.1223 -0.9455 1.1444
H -0.558 -1.395 0.886 0.1320 1.2376 1.8321
H 0.026 -0.033 2.045 0.2032 -0.0136 -0.1275
H -2.461 0.747 2.274 0.5976 -2.0386 -1.1855
H -0.466 -1.471 3.472 0.3625 -0.4702 0.7881
H -2.802 -0.691 1.064 -0.0281 0.3281 0.5005
H -2.019 0.826 0.625 0.5945 -0.9127 0.2482
C 2.896 0.259 -0.528 3.5026 1.9402 -0.1520
C -1.180 0.286 -1.592 -0.9157 0.1677 0.3531
C -0.432 -0.829 -1.735 0.7716 -3.6761 -1.2581
C -0.533 1.430 -1.196 -0.1601 1.5265 0.0097
C 0.917 -0.906 -1.436 -1.7424 5.6436 0.8348
C 0.836 1.524 -0.903 -2.5101 -3.4701 -0.6543
C 1.521 0.312 -0.950 -1.1918 -1.6327 -0.4674
H -2.276 0.175 -1.590 0.6313 0.5394 -0.4934
H -0.842 -1.796 -2.140 -0.0866 1.1302 0.5532
H -1.175 2.290 -1.087 0.1120 0.4238 0.1906
H 1.445 -1.739 -1.637 1.8725 -2.6994 -0.2920
H 1.215 2.340 -0.403 1.0008 1.8815 0.5589
H 3.353 -0.705 -0.647 0.2779 -0.5338 -0.9688
H 3.166 0.372 0.551 -0.7920 0.8249 -0.5848
H 3.442 1.103 -1.187 -0.5340 -2.0341 1.7601

***

Entry 2:
127
Properties=species:S:1:pos:R:3:forces:R:3 method="wB97M-V/def2-TZVPD" homo_lumo_gap_ev=9.300 total_energy_ha=-41085.2325 mol_weight_g_mol=3466.9 lumo_energy_ha=-0.0036 e_homo_ev=-9.399
C 1.377 0.906 2.399 0.5515 -1.0749 0.2993
C 1.145 0.454 3.850 -0.7078 0.9634 -0.0433
C 2.165 0.969 4.869 0.2857 -0.3745 -0.2525
I 2.652 3.060 4.551 -0.1970 -0.1392 0.1344
B 3.506 0.133 4.892 0.0826 0.0555 1.3087
O 4.710 0.715 5.297 -0.2621 0.3499 -1.1261
B 5.670 0.346 4.373 0.3684 0.0133 1.0442
F 6.229 1.258 3.583 -0.0514 -0.2299 0.2322
O 5.896 -1.012 4.213 -0.1688 0.6597 -1.2660
B 4.681 -1.553 3.788 0.3457 -0.9485 0.6799
C 4.562 -2.443 2.499 -0.2932 0.1130 0.5502
C 3.585 -1.765 1.520 0.7633 -0.0368 -0.0348
C 4.305 -1.066 0.367 -0.6119 0.1659 0.2495
Br 2.250 -3.028 0.845 -0.0377 0.0301 0.0107
O 3.556 -1.207 4.538 -0.2912 0.6082 -1.1605
H 2.432 1.147 2.258 0.0166 0.3282 -0.1801
H 0.753 1.744 2.123 0.0713 0.2205 -0.0581
H 1.186 0.066 1.732 -0.2931 0.0913 -0.1804
H 1.038 -0.627 3.920 0.3295 -0.0254 0.0605
H 0.177 0.864 4.143 -0.1436 -0.1498 0.0987
H 1.711 0.963 5.858 0.0653 0.0057 0.1463
H 4.160 -3.402 2.829 -0.0231 -0.1082 -0.0489
H 5.539 -2.617 2.059 0.0307 -0.0751 -0.1655
H 3.026 -1.014 2.061 -0.4992 -0.1494 -0.0628
H 5.223 -1.569 0.087 0.0379 -0.0878 -0.1437
H 4.517 -0.040 0.675 0.3022 0.0242 0.0056
H 3.626 -0.991 -0.478 0.1335 -0.0277 -0.2270
C 0.357 2.149 -1.107 0.0812 0.0388 0.0306
Cl -0.942 1.200 -0.371 -0.0595 0.0584 -0.0627
Cl -0.116 2.567 -2.769 -0.0213 0.0942 0.2497
Cl 0.620 3.626 -0.183 0.1689 -0.1287 -0.0336
Cl 1.847 1.201 -1.113 -0.1687 -0.0193 0.2289
C 5.493 -3.595 7.161 0.0466 -0.0178 0.0178
Cl 4.608 -4.388 5.846 0.0122 0.0673 0.0013
Cl 5.672 -4.726 8.504 -0.0138 -0.0006 -0.0040
Cl 7.088 -3.104 6.585 -0.0074 -0.0056 0.0010
Cl 4.599 -2.173 7.704 0.0025 0.0042 -0.0102
C 2.481 -0.596 -5.310 -0.0257 -0.0532 0.0668
Cl 1.439 0.314 -4.213 0.0409 -0.2398 -0.4008
Cl 1.569 -1.931 -6.020 0.3444 -0.2192 0.1499
Cl 3.076 0.470 -6.585 -0.0341 -0.0120 0.0092
Cl 3.848 -1.252 -4.399 0.0359 0.0080 0.0136
C 0.305 -5.711 -5.408 0.0610 0.0393 0.1200
Cl 2.000 -5.736 -4.919 -0.0517 -0.0078 -0.1134
Cl -0.646 -4.915 -4.152 -0.0211 0.0140 -0.1016
Cl 0.146 -4.836 -6.937 -0.0832 -0.0245 -0.0027
Cl -0.271 -7.369 -5.619 0.0156 -0.0180 -0.0057
C -4.097 -6.656 -3.091 -0.0547 0.0832 0.0130
Cl -3.757 -4.976 -2.666 0.1101 0.0680 0.0315
Cl -5.761 -6.987 -2.611 0.0014 -0.2630 -0.0451
Cl -3.924 -6.881 -4.834 0.0169 0.0270 0.0146
Cl -2.980 -7.728 -2.242 -0.0438 0.0248 -0.0279
C -4.210 -0.841 -3.280 0.0110 -0.0609 -0.0962
Cl -4.306 -1.661 -1.717 -0.0187 -0.0441 0.1032
Cl -5.500 0.354 -3.390 0.0326 -0.0545 -0.0972
Cl -2.634 -0.050 -3.406 -0.0376 -0.0280 0.0026
Cl -4.411 -2.022 -4.584 -0.0130 -0.1447 0.3399
C 3.955 4.357 -2.921 0.0360 -0.0196 0.0112
Cl 3.597 2.739 -3.528 0.1133 0.1686 -0.1160
Cl 4.240 4.281 -1.178 0.0049 -0.0030 0.0049
Cl 5.397 4.989 -3.724 -0.0113 0.0020 0.0023
Cl 2.584 5.422 -3.246 -0.0094 -0.0049 0.0141
C -8.380 -5.237 0.099 0.0369 0.0650 -0.0198
Cl -8.558 -5.924 1.715 -0.0236 0.0121 -0.0246
Cl -9.470 -3.862 -0.099 -0.0115 -0.1091 0.0283
Cl -6.718 -4.684 -0.126 0.0218 -0.0065 0.0154
Cl -8.771 -6.470 -1.112 -0.0202 0.0334 0.0583
C -2.462 6.855 -0.015 0.0266 -0.0113 0.0054
Cl -3.782 7.427 -1.039 0.1333 0.1826 -0.0445
Cl -2.222 5.129 -0.287 -0.1844 0.1256 0.0302
Cl -0.978 7.729 -0.409 0.0041 -0.0897 -0.0795
Cl -2.872 7.128 1.684 -0.0055 -0.0393 -0.2418
C -2.226 0.204 -7.851 0.0200 -0.0011 0.0634
Cl -0.837 -0.627 -7.136 -0.2664 0.2255 -0.1860
Cl -1.819 1.900 -8.146 0.0185 -0.0385 0.0096
Cl -2.654 -0.575 -9.379 -0.0120 0.0202 0.0123
Cl -3.582 0.103 -6.728 -0.0182 0.2307 -0.3912
C -6.566 3.893 -1.188 0.0503 0.0068 0.0245
Cl -7.769 2.897 -0.346 0.0745 0.1093 0.0337
Cl -7.118 4.263 -2.823 -0.0066 0.0094 0.0164
Cl -6.330 5.399 -0.300 -0.1211 -0.1145 0.0651
Cl -5.039 3.011 -1.271 -0.0060 0.0518 0.0713
C 9.794 1.278 5.497 0.0096 0.0876 0.0406
Cl 8.926 2.148 6.767 0.0769 -0.0903 0.0357
Cl 8.689 0.138 4.727 0.2489 -0.2158 0.0816
Cl 10.388 2.417 4.284 0.1027 -0.1053 0.0465
Cl 11.158 0.407 6.207 -0.0258 -0.0122 -0.0180
C 6.018 -7.032 -4.992 -0.0440 -0.0103 -0.0660
Cl 4.996 -6.086 -3.905 0.1415 0.1853 -0.0101
Cl 5.101 -8.405 -5.616 -0.0070 0.0169 -0.0047
Cl 6.544 -6.016 -6.337 0.0109 0.0020 0.0129
Cl 7.429 -7.616 -4.103 -0.0119 -0.0135 0.0129
C -5.929 6.438 4.595 -0.0218 -0.0356 -0.0240
Cl -6.055 5.614 6.151 0.0039 0.0078 -0.0066
Cl -7.168 7.690 4.486 0.0042 -0.0001 -0.0004
Cl -4.331 7.179 4.451 -0.0454 0.0528 0.2711
Cl -6.150 5.273 3.287 0.0047 0.0027 -0.0127
C 8.438 6.156 5.346 -0.0225 -0.0224 -0.0226
Cl 7.868 4.632 4.668 -0.2041 0.1908 -0.0666
Cl 8.890 5.919 7.038 0.0055 0.0020 0.0076
Cl 9.846 6.714 4.435 0.0128 0.0007 0.0018
Cl 7.155 7.367 5.246 0.0088 0.0020 0.0021
C 0.625 11.629 0.600 -0.0083 -0.0038 0.0036
Cl -0.636 10.692 1.401 -0.0128 0.0783 0.0747
Cl 0.110 12.021 -1.044 0.0000 -0.0028 -0.0060
Cl 0.920 13.121 1.497 0.0031 -0.0085 -0.0075
Cl 2.112 10.675 0.536 0.0040 -0.0078 -0.0056
C -12.664 -1.347 -1.421 -0.1089 -0.0073 -0.0304
Cl -12.826 -3.020 -1.962 0.0145 -0.0049 0.0012
Cl -13.842 -1.021 -0.148 0.0028 -0.0050 0.0212
Cl -11.032 -1.092 -0.792 -0.0024 0.1064 -0.0127
Cl -12.941 -0.256 -2.780 -0.1167 -0.2506 0.2491
C 2.920 -9.168 -1.481 -0.0146 0.0065 -0.0191
Cl 4.570 -8.815 -2.002 -0.0038 -0.1629 0.1486
Cl 2.538 -8.208 -0.048 -0.0024 0.0080 -0.0063
Cl 1.797 -8.756 -2.781 -0.0003 0.0056 -0.0053
Cl 2.774 -10.886 -1.096 0.0004 0.0071 -0.0007
C -9.407 0.903 -4.529 0.0206 -0.0837 -0.0004
Cl -8.426 1.780 -5.711 0.0142 -0.0002 0.0001
Cl -9.345 -0.827 -4.881 -0.0135 0.0020 0.0126
Cl -8.768 1.199 -2.911 -0.1654 -0.0617 -0.0574
Cl -11.079 1.465 -4.615 0.2331 0.2687 -0.2679
C -2.386 -1.738 3.516 0.0784 -0.0005 -0.0609
Cl -3.371 -0.815 4.653 0.0387 0.0007 -0.0097
Cl -3.349 -3.046 2.825 -0.0090 0.0007 -0.0114
Cl -1.812 -0.677 2.224 -0.0736 0.0124 -0.0160
Cl -0.979 -2.412 4.346 -0.1007 -0.1348 0.0993

***

Entry 3:
18
Properties=species:S:1:pos:R:3:forces:R:3 method="wB97M-V/def2-TZVPD" homo_lumo_gap_ev=7.718 total_energy_ha=-381.0398 mol_weight_g_mol=114.1 lumo_energy_ha=-0.0154 e_homo_ev=-8.138
C 0.658 0.237 -1.076 3.4937 -0.6163 2.3205
C 1.347 0.647 0.068 0.5709 -0.6169 -3.1689
C 2.155 -0.281 0.906 -0.5543 -0.3435 0.8369
C -1.473 0.374 -0.554 -4.5704 0.1210 0.7419
C -1.541 0.395 1.016 -1.0561 -0.0356 -0.9091
O 0.765 -1.095 -1.409 0.9963 -0.1173 -1.3900
N -2.324 1.222 -1.052 1.0038 -0.0110 2.3515
N -1.717 -0.648 1.719 1.1143 0.1938 -0.2118
H 0.522 -2.022 -1.368 -0.8961 0.8986 0.8235
H 0.737 0.863 -1.960 -1.0302 0.1322 0.1364
H 1.776 1.640 0.014 -0.8456 0.5051 0.2520
H -3.252 1.101 -1.452 1.2275 -0.5561 -1.2803
H -1.355 -1.478 1.244 -0.2254 -0.1407 -0.1340
H -1.477 -0.665 -0.918 0.4738 0.0557 -0.0584
H -2.008 1.298 1.411 0.6915 0.4117 -0.1189
H 2.457 0.189 1.840 -0.3123 -0.0435 0.2316
H 1.615 -1.208 1.109 0.1138 0.0657 0.1588
H 3.114 -0.567 0.462 -0.1952 0.0973 -0.5818

***

Entry 4:
73
Properties=species:S:1:pos:R:3:forces:R:3 method="wB97M-V/def2-TZVPD" homo_lumo_gap_ev="6.636 / 5.569" total_energy_ha=-7265.9861 multiplicity=4 mol_weight_g_mol=835.1 lumo_energy_ha="0.0740 / 0.0360" total_charge=-1 e_homo_ev="-4.623 / -4.589"
Tc 0.524 0.297 0.048 0.8466 1.1537 0.1335
S -1.039 -0.772 7.181 -0.0832 0.0366 0.2658
C -0.729 -0.540 5.591 0.0442 0.0138 -0.3308
S 0.300 -1.600 4.673 -0.2894 0.5203 -0.0702
C 0.155 -0.761 3.137 -0.5001 0.6027 0.3516
C -0.642 0.343 3.114 0.3770 -0.6722 0.3748
S -0.982 1.282 1.712 -0.0545 0.3579 -0.5100
S -1.392 0.768 4.647 0.3016 -0.4046 0.0257
S 0.980 -1.406 1.779 0.2405 -0.2156 -0.5982
S 2.128 1.085 -4.490 -0.3306 -0.2592 0.2746
As 2.252 1.545 -2.446 0.7179 0.4524 -0.7326
S 2.509 -0.261 -1.152 -0.3882 -0.1360 0.2738
S 0.220 1.984 -1.579 -0.0744 -0.4926 0.4064
S 3.677 3.032 -2.045 -0.1849 -0.0508 0.4413
C -2.150 -2.945 0.815 0.1538 0.1314 0.0052
C -2.538 -1.959 -0.287 0.0753 0.0544 0.2242
C -3.517 -2.628 -1.252 0.1610 0.0400 -0.1126
C -3.301 -0.808 0.373 0.1416 -0.0183 0.1250
P -0.975 -1.266 -1.167 -0.6657 -0.9398 -0.7043
C -1.854 -0.454 -2.562 0.1494 0.1784 0.0738
C -2.033 -0.984 -3.837 -0.0097 0.0387 0.1931
C -2.812 -0.320 -4.771 -0.0214 -0.0295 -0.1765
C -3.417 0.883 -4.457 -0.0405 0.0191 -0.0333
C -3.225 1.433 -3.203 -0.1489 0.0577 0.0464
C -2.449 0.775 -2.269 0.0402 -0.0387 -0.0647
C -0.006 -2.741 -1.934 0.1203 0.1597 0.1409
C 0.972 -3.259 -0.873 -0.1027 0.1083 0.1604
C 0.791 -2.183 -3.130 -0.0014 0.2863 -0.0211
C -0.805 -3.960 -2.409 -0.1603 0.1733 0.1532
H -3.040 -3.219 1.380 -0.1365 -0.0221 0.0229
H -1.441 -2.490 1.503 0.0467 -0.0394 0.0905
H -1.711 -3.860 0.426 0.0566 -0.0887 -0.0584
H -4.427 -2.866 -0.704 -0.1020 -0.0330 0.1419
H -3.132 -3.551 -1.661 0.0085 -0.1465 -0.1079
H -3.789 -1.967 -2.069 -0.0831 0.0373 -0.0945
H -4.196 -1.210 0.846 -0.1362 -0.1352 0.0052
H -3.614 -0.057 -0.345 -0.1136 0.0283 -0.0110
H -2.714 -0.323 1.146 -0.0028 0.0190 -0.0176
H -1.569 -1.910 -4.126 0.0699 -0.0995 0.0194
H -2.941 -0.744 -5.759 0.0328 -0.0328 -0.0129
H -4.025 1.398 -5.188 -0.0108 0.0169 -0.0633
H -3.679 2.383 -2.953 0.0184 0.0618 0.0337
H -2.273 1.241 -1.309 -0.0982 -0.0458 -0.0152
H 1.679 -2.492 -0.574 -0.0091 -0.0837 0.0004
H 1.553 -4.083 -1.280 0.0213 -0.1702 -0.1937
H 0.455 -3.611 0.016 -0.0154 -0.0900 0.0984
H 0.641 -1.112 -3.277 0.2667 -0.0601 -0.1269
H 0.511 -2.672 -4.061 -0.1294 -0.0812 -0.0906
H 1.855 -2.346 -2.980 0.0397 0.0859 -0.0404
H -1.240 -4.497 -1.569 -0.1316 -0.0863 -0.0232
H -0.100 -4.635 -2.897 0.0606 -0.0046 -0.0032
H -1.581 -3.717 -3.132 -0.0372 -0.0353 0.0331
C 2.254 4.768 2.763 0.0127 0.1209 0.3290
N 1.966 3.737 1.798 0.0730 0.1770 0.0664
C 1.270 4.191 0.621 -0.0492 -0.1533 -0.4641
C 2.390 2.479 1.958 -0.0997 -0.1215 0.2656
N 2.033 1.474 1.224 0.0542 -0.4935 0.0423
N 3.280 2.318 3.052 -0.1076 -0.2529 -0.3563
C 3.116 1.098 3.812 -0.1124 -0.0550 0.0958
C 4.664 2.596 2.717 0.1112 0.0728 0.0374
H 1.352 5.360 2.929 0.0154 0.0437 -0.0216
H 3.047 5.427 2.396 -0.0261 0.0668 0.0348
H 2.565 4.314 3.699 -0.0254 0.1477 -0.0242
H 1.568 5.220 0.415 -0.0109 0.0005 0.0056
H 0.186 4.142 0.749 0.0047 -0.0057 0.0148
H 1.558 3.582 -0.233 -0.0010 0.1451 0.1273
H 2.601 0.664 1.464 0.0812 0.2215 -0.0153
H 3.536 0.206 3.327 -0.0243 -0.0058 -0.0262
H 2.054 0.935 3.998 0.0538 -0.0824 0.0077
H 3.618 1.233 4.770 0.0518 -0.0688 0.0603
H 4.717 3.470 2.071 0.0584 0.0529 -0.0408
H 5.140 1.753 2.196 -0.0407 0.0453 -0.0268
H 5.220 2.794 3.635 0.0519 0.0224 -0.0135